A structure of composition C12H32B2F8O12PtS4 in a non-equilibrium geometry, computed with the ωB97M-V functional and the def2-TZVPD basis.

Element x y z (Å)
H1 2.21582 -2.47931 1.37300
C1 2.71802 2.29564 -3.67829
S1 -0.27934 -3.31578 0.54921
S2 -1.80694 3.25101 -0.79245
Pt1 -0.08986 0.16842 -0.76709
F1 1.47301 1.75993 0.10510
H2 2.55020 -5.51252 1.92086
H3 0.14189 1.94887 4.44424
F2 -1.35701 -0.81627 -2.27132
H4 0.12325 -1.13281 -6.72903
S3 1.12294 1.52145 -3.70091
O1 0.08491 2.45452 -3.94109
O2 -0.60512 -3.49920 1.92750
C2 2.48185 -4.47439 2.23387
C3 2.22198 -3.52791 1.08128
O3 -1.11890 4.49728 -0.79138
O4 0.74620 -0.49820 3.16669
C4 1.26931 -0.76570 -4.94888
O5 -2.41230 2.96174 0.63954
C5 1.11651 -1.35605 -6.33744
F3 2.04964 -0.37766 -0.19764
H5 -1.06159 -4.38359 -1.43956
O6 -0.59504 0.39914 1.41382
O7 -1.10453 2.07523 -1.19456
H6 -3.18084 2.57977 3.04409
S4 -0.53244 0.36819 2.83413
F4 2.95313 0.78843 1.60944
C6 0.00664 1.98433 3.37046
H7 2.75226 2.91891 -4.56939
C7 1.14583 -0.60833 4.53340
H8 -0.79297 2.65485 3.05731
H9 -4.53046 3.55503 2.52426
C8 -2.70322 4.08533 1.49268
H10 0.33010 -0.36854 5.21929
O8 1.11064 0.58842 -2.59509
C9 -3.27339 3.35444 -1.74582
C10 -1.32855 -4.37992 -0.38447
O9 1.28198 0.66931 -5.02551
H11 1.66560 -4.40883 2.95952
F5 -3.39952 0.09489 -2.61218
H12 1.88521 -2.14466 5.82751
H13 -3.04649 3.68958 -2.75687
O10 -0.27237 -2.01473 -0.03738
F6 -2.66744 -0.20103 -0.43294
H14 2.21081 -1.13918 -4.53826
H15 3.43615 1.48117 -3.70219
H16 2.85996 2.91201 -2.79474
H17 0.88273 2.23274 2.77384
C11 1.59119 -2.03369 4.77989
H18 -2.34137 -3.99329 -0.29722
H19 3.04582 -3.67253 0.38006
H20 -3.31014 4.86176 1.02012
H21 3.33422 -4.13453 2.82357
O11 -1.58796 -0.03465 3.69031
H22 1.11207 -2.44119 -6.21432
H23 0.46088 -1.14495 -4.32608
B1 -2.70739 -0.71973 -1.72625
H24 -3.38981 4.29908 3.51420
F7 3.65074 1.21555 -0.52435
H25 -3.65505 2.33774 -1.87811
H26 0.75746 -2.71044 4.60169
B2 2.57942 0.87635 0.28871
H27 -1.74802 4.55543 1.72863
O12 1.11795 -4.00644 0.25736
H28 1.95530 0.07799 4.79534
H29 1.90791 -1.06242 -7.02125
F8 -3.22216 -2.00686 -1.64114
H30 -4.06068 3.94462 -1.28631
C12 -3.45102 3.57529 2.69749
H31 2.48217 -2.28638 4.20835
H32 -1.19979 -5.38270 0.01279

Values from the calculation:
F_max = 0.05015 Eh/bohr
Spin multiplicity = 3
LUMO (spin up / spin down) = 0.4 / -0.6 eV
ΔE to the lowest compared entry with this formula, charge and spin = 0.000 eV
Orbital gap (spin up / spin down) = 0.3847 / 0.3284 Ha
HOMO energy (spin up / spin down) = -10.1 / -9.6 eV